Entry 1:
# C15H30N3O3

The ion C15H30N3O3 with charge +1 (ωB97M-V/def2-TZVPD, the Open Molecules 2025 dataset).

Computed properties:
- E_LUMO: -0.0855 Ha
- E_tot: -979.2868 Eh
- Total charge: +1
- Energy above the lowest of the compared OMol25 structures with the same formula, charge and spin: 0.301 eV
- SMILES: CCOCCOc1nn(CCC(C)C)c(CCCCO)[nH+]1

CARTESIAN COORDINATES (ANGSTROEM)
C (5.2477, -0.1345, 2.1738)
C (5.6015, 0.6145, 0.8957)
O (5.0056, 1.8984, 0.8152)
C (3.6148, 1.8832, 0.7205)
C (3.1929, 2.5431, -0.5744)
O (1.7815, 2.8894, -0.5701)
C (0.9357, 1.9238, -0.8036)
N (1.1798, 0.6674, -1.0107)
N (-0.0413, 0.0852, -1.1859)
C (-0.1576, -1.3644, -1.4036)
C (-0.5039, -2.0508, -0.0834)
C (-0.4821, -3.5796, -0.1999)
C (-1.1577, -4.1627, 1.0407)
C (-1.2583, -4.0516, -1.4435)
C (-1.0068, 0.9771, -1.1179)
C (-2.4384, 0.6770, -1.3154)
C (-3.3613, 1.8754, -1.1430)
C (-3.3708, 2.4295, 0.3054)
C (-4.6421, 2.1097, 1.0710)
O (-4.3575, 1.0984, 2.0206)
N (-0.4210, 2.1513, -0.8647)
H (4.3145, -0.6726, 2.0181)
H (5.9939, -0.8812, 2.4066)
H (5.0747, 0.5611, 2.9849)
H (6.6689, 0.7900, 0.9075)
H (5.3822, 0.0147, 0.0124)
H (3.1879, 0.8867, 0.7830)
H (3.1731, 2.4665, 1.5292)
H (3.4486, 1.9619, -1.4502)
H (3.7074, 3.4862, -0.6783)
H (0.8225, -1.6912, -1.7201)
H (-0.9143, -1.5033, -2.1595)
H (-1.4803, -1.7396, 0.2784)
H (0.2190, -1.6984, 0.6457)
H (0.5594, -3.8740, -0.2667)
H (-0.6738, -3.7881, 1.9405)
H (-1.1229, -5.2432, 1.0272)
H (-2.1801, -3.8022, 1.0667)
H (-1.9990, -3.3052, -1.7204)
H (-0.5790, -4.1379, -2.2858)
H (-1.8012, -4.9670, -1.2593)
H (-2.7652, -0.1390, -0.6856)
H (-2.5399, 0.3189, -2.3393)
H (-3.1726, 2.6463, -1.8800)
H (-4.3598, 1.5158, -1.3532)
H (-2.5262, 2.0352, 0.8618)
H (-3.3171, 3.5084, 0.2323)
H (-4.9827, 3.0183, 1.5651)
H (-5.4452, 1.7911, 0.4069)
H (-5.1460, 0.9363, 2.5430)
H (-0.9076, 3.0253, -0.7377)



Entry 2:
# C5H10N2O3

An isolated molecule of C5H10N2O3 (ωB97M-V/def2-TZVPD, the Open Molecules 2025 dataset).

Computed properties:
- E_LUMO: 0.0178 Ha
- E_tot: -531.7336 Eh
- Total charge: 0
- Energy above the lowest of the compared OMol25 structures with the same formula, charge and spin: 1.942 eV
- SMILES: C[C@H](NC(=O)CN)C(=O)O

CARTESIAN COORDINATES (ANGSTROEM)
C (1.4712, 0.0981, -0.9537)
C (1.1552, -0.4959, 0.4178)
C (-1.0955, 0.6357, 0.7156)
C (-1.5738, -0.5082, -0.1636)
C (-1.0723, 2.0373, 0.0744)
H (3.4430, 0.2787, -0.3974)
H (2.9841, 1.0619, -1.6846)
H (0.7045, 0.5836, -1.4658)
H (1.7877, -0.8436, -1.5179)
H (0.4063, 0.2688, 2.1146)
H (-1.7249, 0.7371, 1.5982)
H (-0.5202, 2.7121, 0.6515)
H (-0.8681, 1.8885, -0.9915)
H (-2.0759, 2.4878, 0.0337)
H (-3.1297, -1.4049, -0.8635)
N (2.6951, 0.8277, -0.7184)
N (0.2654, 0.3543, 1.1357)
O (1.8628, -1.3800, 0.8938)
O (-0.8379, -1.4535, -0.4437)
O (-2.9048, -0.4973, -0.5678)



Entry 3:
# C5H4N2O2

An isolated molecule of C5H4N2O2 (ωB97M-V/def2-TZVPD, the Open Molecules 2025 dataset).

Computed properties:
- E_LUMO: 0.0053 Ha
- E_tot: -452.7360 Eh
- Total charge: 0
- Energy above the lowest of the compared OMol25 structures with the same formula, charge and spin: 5.503 eV
- SMILES: Cn1cc2c(n1)C(=O)O2

CARTESIAN COORDINATES (ANGSTROEM)
C (-3.1106, -0.4756, -0.0844)
C (-0.9440, 1.2752, -0.0440)
C (0.3074, 0.9694, -0.0496)
C (1.9391, -0.3630, -0.0699)
C (0.4411, -0.4844, -0.0810)
H (-3.0967, -1.5262, -0.7126)
H (-3.5507, -0.7629, 0.9869)
H (-3.9313, 0.3479, -0.5501)
H (-1.7476, 2.1942, -0.0639)
N (-1.6328, -0.0112, 0.1074)
N (-0.7510, -1.0690, 0.1554)
O (1.6805, 1.0847, 0.1010)
O (2.9715, -0.8624, -0.0418)



Entry 4:
# H14O7

A cluster of 7 separate species, H14O7 in total (ωB97M-V/def2-TZVPD, the Open Molecules 2025 dataset).

Computed properties:
- E_LUMO: 0.0059 Ha
- E_tot: -535.0418 Eh
- Total charge: 0
- Energy above the lowest of the compared OMol25 structures with the same formula, charge and spin: 2.234 eV
- SMILES: O.O.O.O.O.O.O

CARTESIAN COORDINATES (ANGSTROEM)
O (-0.7397, 0.8014, -4.0601)
H (-1.4264, 1.4543, -4.1957)
H (-0.1333, 1.2150, -3.4457)
O (1.1314, 3.0932, -1.1747)
H (2.0663, 3.1519, -0.9778)
H (0.8510, 4.0021, -1.2813)
O (-2.3357, -2.2533, 4.3356)
H (-1.8861, -1.9656, 3.5410)
H (-2.1251, -3.1843, 4.4069)
O (-4.6219, -0.5140, -0.5818)
H (-4.6107, -1.2159, 0.0690)
H (-4.8880, 0.2637, -0.0914)
O (3.5759, 1.9267, 3.8005)
H (3.7633, 2.8437, 4.0011)
H (2.8150, 1.9585, 3.2206)
O (2.9641, -3.0873, -3.2624)
H (2.6443, -3.9872, -3.3254)
H (3.3690, -3.0365, -2.3965)
O (-0.2898, -0.6354, 0.8013)
H (0.5695, -0.8176, 0.4210)
H (-0.6933, -0.0136, 0.1957)



Entry 5:
# C10H19N3

An isolated molecule of C10H19N3 (ωB97M-V/def2-TZVPD, the Open Molecules 2025 dataset).

Computed properties:
- E_LUMO: 0.0173 Ha
- E_tot: -556.4337 Eh
- Total charge: 0
- Energy above the lowest of the compared OMol25 structures with the same formula, charge and spin: 6.480 eV

CARTESIAN COORDINATES (ANGSTROEM)
C (-0.4358, -0.8012, -0.5591)
C (-1.4455, -0.5542, 0.3507)
C (0.0994, 1.8237, 0.0281)
C (-2.4341, -1.6532, 0.6701)
C (1.6333, -1.5178, -1.8350)
C (-0.0515, -3.1119, -0.9117)
C (1.5773, -2.0304, 0.6475)
C (-1.7022, 2.8127, 1.3782)
C (0.8004, 4.2107, 0.2907)
C (0.7081, -1.7740, -0.5945)
N (-1.7680, 0.6234, 0.8630)
N (-1.0059, 1.7341, 0.6651)
N (0.8104, 2.8698, -0.2830)
H (-2.7132, -1.7315, 1.7161)
H (-3.3677, -1.5141, 0.1641)
H (-1.9792, -2.6348, 0.4555)
H (2.4621, -0.7465, -1.6028)
H (2.0122, -2.5158, -1.9942)
H (1.0705, -1.1689, -2.6391)
H (-0.4731, -3.1282, -1.9623)
H (0.7251, -3.8249, -0.9509)
H (-0.7776, -3.4694, -0.1769)
H (1.0207, -2.6053, 1.3580)
H (2.3969, -2.7510, 0.4298)
H (2.0390, -1.0722, 1.1795)
H (-2.3203, 2.3664, 2.1403)
H (-1.0535, 3.4184, 2.0668)
H (-2.2010, 3.5528, 0.6338)
H (0.9904, 4.2413, 1.3781)
H (1.4561, 4.8672, -0.3343)
H (-0.1602, 4.7775, 0.0898)
H (1.7304, 2.6429, -0.7950)



Entry 6:
# C15H24N4O4

An isolated molecule of C15H24N4O4 (ωB97M-V/def2-TZVPD, the Open Molecules 2025 dataset).

Computed properties:
- E_LUMO: 0.0239 Ha
- E_tot: -1105.9380 Eh
- Total charge: 0
- Energy above the lowest of the compared OMol25 structures with the same formula, charge and spin: 0.125 eV
- SMILES: NC(=O)c1noc([C@H](CCCC2CCCCC2)CC(=O)NO)n1

CARTESIAN COORDINATES (ANGSTROEM)
N (-7.2988, -1.6097, 0.0872)
C (-6.4217, -0.9511, -0.7001)
O (-6.7229, -0.3661, -1.7129)
C (-5.0306, -1.0316, -0.1730)
N (-4.7061, -1.7435, 0.8762)
O (-3.3736, -1.5561, 1.0325)
C (-2.9828, -0.7298, 0.0610)
N (-3.9681, -0.3866, -0.7168)
C (-1.5669, -0.3015, -0.1035)
H (-1.1176, -0.9758, -0.8435)
C (-1.6047, 1.1143, -0.6972)
C (-2.4756, 2.0189, 0.1521)
O (-2.9459, 1.7307, 1.2391)
N (-2.6595, 3.2483, -0.3626)
H (-2.5259, 3.5185, -1.3227)
O (-3.5182, 4.1175, 0.3173)
H (-3.7851, 3.5974, 1.1035)
H (-0.6009, 1.5339, -0.7523)
H (-2.0298, 1.0713, -1.7009)
C (-0.7770, -0.4140, 1.2105)
C (0.6780, -0.8439, 1.0194)
C (1.5372, 0.1784, 0.2770)
H (1.3619, 1.1642, 0.7161)
H (1.2457, 0.2172, -0.7750)
C (3.0397, -0.1185, 0.3542)
C (3.8383, 1.0575, -0.2144)
C (5.3391, 0.7974, -0.1309)
C (5.7014, -0.4795, -0.8814)
C (4.9152, -1.6589, -0.3195)
C (3.4141, -1.3952, -0.4004)
H (2.8771, -2.2484, 0.0168)
H (3.1211, -1.2916, -1.4482)
H (5.1600, -2.5682, -0.8728)
H (5.1978, -1.8170, 0.7240)
H (6.7731, -0.6710, -0.7980)
H (5.4645, -0.3571, -1.9409)
H (5.8852, 1.6454, -0.5497)
H (5.6310, 0.6965, 0.9170)
H (3.5924, 1.9696, 0.3345)
H (3.5562, 1.2107, -1.2593)
H (3.3146, -0.2442, 1.4077)
H (1.1099, -1.0060, 2.0094)
H (0.6984, -1.7991, 0.4915)
H (-0.8205, 0.5395, 1.7363)
H (-1.2653, -1.1550, 1.8448)
H (-6.9822, -2.0821, 0.9160)
H (-8.2720, -1.6260, -0.1680)



> The lowest energy above the lowest of the compared OMol25 structures with the same formula, charge and spin belongs to which entry?

C15H24N4O4



> Which formula does entry 6 have?

C15H24N4O4



> total charge of number 6 (C15H24N4O4)?

0